A cluster of 12 separate species, C28H80O20S12 in total in a non-equilibrium geometry. Source: the OMol25 dataset; level of theory: the ωB97M-V functional and the def2-TZVPD basis.

Results
orbital gap (alpha / beta)	8.32 / 3.43	eV
maximum force	4.11	eV/Å
HOMO energy (alpha / beta)	-10.8 / -10.8	eV
expectation value of S²	0.757
E	-7397.10161	Ha
lowest unoccupied orbital energy (alpha / beta)	-2.5 / -7.3	eV

```
! RIJCOSX wB97M-V def2-TZVPD def2/J DEFGRID3
* xyz 1 2
O -4.31 -3.45 4.76
S -3.11 -3.02 4.08
O -2.82 -1.60 3.88
O -1.86 -3.81 4.88
C -0.47 -3.47 4.65
C 0.46 -4.54 4.93
C -2.96 -3.82 2.42
H -0.35 -2.66 5.37
H -0.35 -2.95 3.70
H 1.49 -4.29 5.18
H 0.60 -5.11 4.01
H 0.08 -5.27 5.65
H -4.01 -3.81 2.13
H -2.56 -4.83 2.55
H -2.40 -3.23 1.70
O 0.65 -3.66 1.57
S 2.04 -3.29 1.72
O 2.67 -3.19 3.02
O 3.00 -4.34 0.82
C 2.54 -4.58 -0.50
C 2.74 -6.04 -0.97
C 2.46 -1.72 0.85
H 2.87 -3.80 -1.19
H 1.48 -4.35 -0.57
H 1.93 -6.38 -1.62
H 2.71 -6.81 -0.20
H 3.75 -6.18 -1.36
H 1.96 -0.91 1.38
H 2.23 -1.75 -0.22
H 3.46 -1.34 1.02
O 4.35 3.79 2.08
S 3.14 2.99 1.78
O 2.59 2.78 0.44
O 3.30 1.46 2.38
C 4.06 1.39 3.57
C 3.68 0.23 4.33
C 1.80 3.51 2.83
H 4.02 2.23 4.26
H 5.14 1.50 3.53
H 2.78 0.42 4.91
H 4.41 -0.20 5.01
H 3.49 -0.47 3.52
H 0.81 3.50 2.37
H 1.94 4.56 3.08
H 1.58 2.75 3.58
O 1.19 -1.89 -2.69
S 1.26 -2.51 -3.98
O 0.44 -3.66 -4.41
O 1.16 -1.31 -5.10
C 0.16 -0.34 -4.97
C -1.25 -0.81 -5.19
C 3.06 -2.81 -4.24
H 0.31 0.50 -5.65
H 0.15 0.07 -3.96
H -1.37 -1.23 -6.19
H -1.94 0.04 -5.27
H -1.81 -1.40 -4.47
H 3.32 -3.00 -5.29
H 3.26 -3.74 -3.70
H 3.59 -1.92 -3.93
C -0.17 0.37 4.27
S -1.11 1.84 4.95
O -2.08 2.26 3.79
C -2.27 1.06 6.23
H 0.21 0.44 3.25
H -0.85 -0.47 4.14
H 0.66 0.15 4.95
H -3.17 0.67 5.77
H -2.45 1.96 6.82
H -1.76 0.34 6.87
C -5.47 -0.21 0.80
S -4.88 1.31 1.55
O -5.85 2.41 1.19
C -5.37 0.97 3.27
H -6.55 -0.19 0.67
H -5.49 -1.04 1.51
H -5.10 -0.69 -0.10
H -5.02 1.85 3.81
H -4.80 0.10 3.59
H -6.46 1.03 3.27
C -3.16 -6.71 0.59
S -2.80 -5.74 -0.86
O -2.76 -4.29 -0.44
C -1.12 -6.25 -1.31
H -3.36 -7.76 0.38
H -4.05 -6.22 0.98
H -2.30 -6.62 1.26
H -0.98 -5.65 -2.21
H -1.00 -7.31 -1.55
H -0.37 -6.11 -0.54
C -0.51 3.18 -4.48
S -1.76 3.30 -5.84
O -2.79 4.19 -5.16
C -0.70 4.44 -6.91
H -0.46 4.04 -3.81
H 0.49 2.82 -4.73
H -0.81 2.33 -3.86
H 0.20 4.02 -7.36
H -0.46 5.31 -6.31
H -1.49 4.68 -7.62
C -2.09 3.99 0.37
S -2.95 5.54 -0.02
O -1.91 6.40 -0.67
C -4.14 4.96 -1.33
H -1.12 4.18 0.83
H -1.99 3.45 -0.58
H -2.75 3.27 0.84
H -4.60 5.84 -1.77
H -4.90 4.38 -0.81
H -3.53 4.49 -2.10
C -1.94 -0.64 0.17
S -1.14 -0.03 -1.35
O -1.95 1.05 -2.00
C 0.25 0.91 -0.59
H -2.72 -1.31 -0.19
H -2.28 0.18 0.79
H -1.10 -1.21 0.59
H 0.30 1.02 0.49
H 0.28 1.93 -0.95
H 1.18 0.47 -0.96
C 1.26 6.98 -2.17
S 1.92 5.74 -3.27
O 3.42 5.89 -3.37
C 1.68 4.21 -2.17
H 0.22 6.84 -1.85
H 1.40 7.95 -2.63
H 1.72 6.99 -1.18
H 0.63 4.16 -1.90
H 2.18 4.36 -1.21
H 2.00 3.24 -2.56
C 4.82 2.65 -1.91
S 3.80 1.07 -2.04
O 3.03 1.10 -3.35
C 5.28 -0.18 -2.13
H 4.18 3.52 -2.00
H 5.50 2.79 -2.75
H 5.26 2.83 -0.92
H 5.86 -0.05 -1.21
H 5.86 0.09 -3.01
H 4.71 -1.10 -2.23
*
```